{
  "formula": "C54H69AsBrN4O5PS2Ti",
  "method": "ωB97M-V/def2-TZVPD",
  "elements": ["Ti", "O", "C", "C", "C", "C", "C", "C", "C", "O", "N", "N", "C", "C", "Br", "C", "C", "C", "C", "C", "C", "C", "H", "H", "H", "H", "H", "H", "H", "H", "H", "H", "H", "H", "H", "H", "C", "C", "C", "P", "C", "C", "C", "C", "C", "C", "C", "C", "C", "C", "N", "C", "C", "C", "C", "C", "C", "C", "C", "C", "H", "H", "H", "H", "H", "H", "H", "H", "H", "H", "H", "H", "H", "H", "H", "H", "H", "H", "H", "H", "H", "H", "H", "H", "H", "H", "H", "H", "H", "H", "H", "C", "C", "C", "C", "C", "C", "N", "H", "H", "H", "H", "H", "H", "H", "H", "C", "C", "C", "C", "C", "C", "C", "S", "O", "O", "O", "H", "H", "H", "H", "H", "H", "H", "C", "As", "C", "C", "S", "H", "H", "H", "H", "H", "H", "H", "H", "H"],
  "xyz": [[1.09932, -0.62009, -0.17425], [-1.86260, 0.92991, -2.80250], [-2.04506, 2.15185, -2.27530], [-2.60683, 3.12209, -3.10612], [-2.81616, 4.40735, -2.64656], [-2.45406, 4.75161, -1.34827], [-1.88166, 3.78681, -0.53781], [-1.68111, 2.47557, -0.96972], [-1.02274, 1.53623, 0.03193], [-0.54126, 0.31854, -0.42848], [-2.00957, 1.30941, 1.09970], [-1.76220, 0.32764, 1.97200], [-2.30498, 0.37532, 3.12257], [-2.16604, -0.77049, 4.04090], [-2.64672, -2.44700, 3.27452], [-1.70088, -0.74898, 5.28641], [-1.11738, 0.41611, 5.98060], [0.06531, 0.21513, 6.69478], [0.70416, 1.26874, 7.32816], [0.15901, 2.54409, 7.27650], [-1.03241, 2.75090, 6.59680], [-1.66576, 1.69694, 5.95445], [-1.61538, 0.31853, -2.08803], [-2.87379, 2.83025, -4.11426], [-3.25790, 5.14563, -3.30401], [-2.59369, 5.75966, -0.98152], [-1.54579, 4.06719, 0.45746], [-0.17378, 2.11285, 0.41681], [-2.39920, 2.16639, 1.48325], [-2.90874, 1.23168, 3.43026], [-1.61967, -1.69595, 5.80859], [0.49369, -0.77986, 6.73507], [1.62799, 1.09279, 7.86395], [0.65332, 3.36913, 7.77270], [-1.47762, 3.73753, 6.57175], [-2.61127, 1.87360, 5.46007], [0.66853, -2.34781, -5.09471], [0.43738, -2.27186, -3.58262], [-0.99394, -1.86378, -3.28476], [1.69077, -1.33408, -2.60003], [3.22809, -2.28149, -3.05126], [3.89678, -3.04766, -1.90886], [4.21914, -1.43233, -3.84249], [1.65607, 0.39231, -3.15248], [1.37092, 0.78907, -4.45997], [1.02909, 2.09429, -4.77486], [0.73578, 2.50875, -6.19056], [0.94612, 3.01163, -3.72717], [1.26085, 2.65505, -2.43227], [1.66244, 1.35182, -2.12963], [2.04160, 0.99272, -0.81414], [2.78419, 1.98306, -0.09682], [3.84588, 2.67812, -0.72535], [4.33463, 2.38405, -2.12221], [4.53505, 3.65638, -0.02413], [4.24954, 3.97064, 1.29606], [5.00773, 5.04262, 2.02948], [3.23840, 3.25610, 1.90907], [2.49789, 2.27883, 1.24808], [1.43182, 1.63406, 2.09535], [0.13727, -3.22290, -5.47481], [1.71604, -2.45387, -5.38124], [0.25260, -1.48003, -5.60738], [0.60432, -3.26195, -3.16318], [-1.21992, -0.88572, -3.70402], [-1.19765, -1.84561, -2.21124], [-1.68321, -2.57945, -3.74047], [2.81003, -3.03892, -3.71707], [3.17527, -3.49192, -1.22726], [4.57314, -2.42000, -1.34248], [4.48534, -3.85987, -2.34164], [4.61792, -0.62024, -3.23152], [3.77076, -0.98652, -4.73215], [5.06090, -2.05286, -4.15733], [1.40809, 0.05850, -5.25732], [0.59177, 1.64053, -6.83350], [1.55307, 3.10005, -6.60909], [-0.16798, 3.11805, -6.24101], [0.62433, 4.02715, -3.93228], [1.21434, 3.38819, -1.63635], [4.19548, 1.34278, -2.39906], [5.39986, 2.60946, -2.18485], [3.81832, 2.98451, -2.87298], [5.35076, 4.16806, -0.52534], [5.94679, 5.27472, 1.52714], [5.23541, 4.73782, 3.05158], [4.42590, 5.96571, 2.08429], [3.00421, 3.45364, 2.95123], [0.82494, 0.87225, 1.61137], [0.73424, 2.39068, 2.46476], [1.88172, 1.13822, 2.95616], [4.77393, -0.33508, -0.03693], [3.95161, -0.78373, 1.13028], [4.45170, -1.03255, 2.37052], [3.36541, -1.42001, 3.20499], [2.24122, -1.41652, 2.44066], [0.86359, -1.71828, 2.93127], [2.56603, -1.02504, 1.12694], [5.18013, 0.66070, 0.14108], [4.20098, -0.29636, -0.95936], [5.61939, -1.00816, -0.18898], [5.49312, -0.95168, 2.64437], [3.39846, -1.67779, 4.25292], [0.82787, -1.50762, 4.00100], [0.59107, -2.76155, 2.77452], [0.08472, -1.11494, 2.46535], [-5.08217, -5.99929, 1.13314], [-3.69469, -5.49492, 0.84448], [-3.40789, -4.84170, -0.34967], [-2.13986, -4.34749, -0.60380], [-1.14757, -4.50169, 0.34954], [-1.40471, -5.15853, 1.54411], [-2.67642, -5.65279, 1.78242], [0.45634, -3.83127, 0.07324], [0.88035, -4.15595, -1.26602], [1.30209, -4.25798, 1.14832], [0.18313, -2.31980, 0.15925], [-5.68115, -6.04826, 0.22428], [-5.59454, -5.33831, 1.83635], [-5.05680, -6.99350, 1.58070], [-4.19009, -4.69530, -1.08429], [-1.93339, -3.83006, -1.53060], [-0.61352, -5.26897, 2.27312], [-2.88391, -6.16539, 2.71512], [-7.11489, -1.12657, -0.70253], [-5.40678, -0.29447, -0.36355], [-5.33798, -0.12049, 1.55298], [-5.58647, 1.51843, -0.99965], [-3.80351, -1.29418, -1.20392], [-7.92044, -0.55112, -0.24708], [-7.08909, -2.13118, -0.28484], [-7.25905, -1.19051, -1.77893], [-6.18426, 0.46716, 1.90909], [-4.40035, 0.37181, 1.79759], [-5.34197, -1.11151, 2.00327], [-6.45624, 2.00535, -0.55875], [-5.67541, 1.49240, -2.08383], [-4.67538, 2.05659, -0.73723]],
  "forces_ev_per_a": [[0.000, 0.046, -0.293], [-0.009, 0.083, 0.044], [-0.076, -0.021, 0.061], [-0.019, -0.008, -0.002], [0.001, 0.016, 0.008], [0.004, 0.001, -0.008], [0.044, 0.012, -0.021], [0.034, 0.038, -0.029], [0.155, 0.064, -0.198], [0.049, -0.246, 0.239], [-0.112, -0.045, -0.117], [0.131, -0.027, 0.127], [0.063, -0.028, -0.010], [-0.026, 0.046, 0.002], [-0.045, -0.005, 0.018], [0.046, -0.039, 0.014], [0.020, 0.020, 0.004], [0.013, 0.001, -0.023], [-0.010, 0.000, 0.007], [0.003, -0.001, -0.003], [-0.006, -0.003, -0.008], [-0.016, 0.011, 0.015], [-0.001, -0.041, 0.026], [0.005, 0.002, 0.007], [0.007, 0.005, 0.005], [-0.007, -0.005, -0.010], [-0.001, -0.011, -0.009], [-0.018, 0.001, 0.099], [0.005, 0.049, -0.007], [-0.018, -0.004, 0.010], [-0.028, 0.010, 0.009], [0.001, 0.010, 0.003], [-0.003, 0.001, -0.002], [-0.002, -0.004, 0.000], [0.002, -0.003, 0.002], [0.001, -0.025, -0.011], [-0.046, 0.007, -0.042], [0.016, -0.022, 0.055], [-0.049, -0.018, 0.022], [-0.046, 0.045, 0.266], [0.017, 0.049, -0.116], [-0.042, -0.023, -0.001], [0.030, 0.016, 0.018], [-0.087, 0.003, -0.111], [0.000, 0.004, -0.055], [0.019, 0.012, 0.029], [-0.015, -0.010, -0.017], [0.004, 0.006, -0.007], [0.069, 0.030, -0.053], [-0.044, 0.068, 0.175], [0.072, 0.060, -0.003], [0.011, -0.027, -0.010], [-0.033, -0.063, 0.032], [0.032, -0.025, 0.017], [0.002, -0.011, -0.026], [0.009, 0.028, 0.018], [0.006, 0.014, 0.008], [-0.011, 0.008, 0.009], [0.012, 0.024, -0.049], [-0.031, -0.040, 0.074], [0.020, -0.006, -0.003], [0.002, 0.018, -0.003], [-0.005, -0.054, 0.036], [-0.021, -0.107, 0.011], [0.021, -0.078, -0.059], [0.015, 0.027, -0.012], [0.010, -0.011, 0.018], [0.021, 0.008, -0.052], [-0.010, -0.011, -0.015], [0.018, 0.071, 0.068], [0.012, 0.011, 0.008], [0.010, -0.029, -0.007], [-0.003, -0.007, 0.014], [-0.007, -0.003, 0.001], [0.014, 0.069, 0.054], [0.003, -0.002, 0.000], [0.001, 0.004, 0.008], [0.001, 0.002, 0.008], [0.004, -0.005, 0.008], [0.006, 0.005, -0.016], [-0.010, -0.017, 0.007], [-0.010, 0.000, -0.002], [-0.005, 0.010, -0.007], [-0.006, 0.001, 0.004], [-0.003, -0.007, 0.002], [-0.007, -0.003, -0.005], [0.000, -0.005, -0.001], [-0.002, 0.001, -0.011], [0.002, 0.096, 0.004], [0.020, 0.000, 0.046], [0.038, -0.010, -0.002], [-0.014, -0.005, -0.026], [-0.024, -0.028, -0.041], [-0.005, -0.013, 0.017], [0.017, -0.001, 0.018], [0.038, 0.024, -0.055], [-0.047, -0.010, 0.011], [-0.242, 0.116, 0.154], [-0.001, 0.011, -0.009], [-0.023, -0.004, 0.002], [0.001, -0.016, 0.008], [-0.011, 0.003, 0.002], [0.016, -0.001, -0.009], [0.005, -0.013, 0.013], [0.029, 0.040, 0.013], [-0.005, 0.042, -0.018], [-0.013, -0.003, -0.001], [0.004, -0.001, 0.001], [-0.007, 0.000, 0.015], [-0.017, 0.016, 0.007], [-0.017, -0.051, 0.025], [-0.003, 0.004, -0.008], [-0.016, -0.017, 0.008], [-0.072, 0.174, 0.230], [-0.090, -0.038, -0.101], [0.068, -0.022, -0.037], [0.234, -0.162, -0.410], [0.005, 0.000, 0.003], [0.009, 0.003, -0.001], [0.004, 0.005, -0.002], [0.007, 0.002, 0.000], [0.013, -0.019, 0.002], [0.002, -0.004, -0.013], [0.006, 0.001, -0.007], [-0.005, 0.009, -0.021], [0.061, 0.096, -0.023], [-0.025, 0.008, -0.001], [0.003, 0.018, 0.013], [-0.052, -0.138, -0.013], [0.003, -0.001, -0.001], [-0.005, -0.004, -0.002], [-0.009, -0.005, -0.003], [-0.006, -0.012, 0.006], [-0.042, -0.010, -0.013], [0.015, 0.005, -0.006], [0.002, -0.007, 0.003], [-0.003, 0.006, -0.008], [0.003, 0.002, -0.008]],
  "e_tot_ev": -258274.222,
  "homo_lumo_gap_ev": 6.7,
  "de_lowest_kcal_mol": 0.00,
  "e_homo_ev": -7.0
}